No. 1
Molecular formula: C26H75N5O9
Method: DFT, ωB97M-V/def2-TZVPD

The geometry in XYZ format:
```
115
Properties=species:S:1:pos:R:3:forces:R:3:lowdin_charge:R:1
C 0.713085 1.416720 -5.036090 -0.43 0.12 -0.07 -0.12
O 0.409035 0.410969 -4.099663 0.36 -0.25 -0.25 -0.21
C -0.158066 -0.755052 -4.698842 -0.64 0.71 0.47 -0.20
C -0.056345 -1.898848 -3.732121 -0.06 -0.79 -0.04 -0.44
C -0.272584 -3.218924 -4.476314 -0.57 0.00 0.80 -0.06
N -1.079896 -1.756509 -2.675006 0.40 -0.05 -0.73 0.06
H 1.207088 2.220189 -4.493049 0.12 0.00 -0.08 0.08
H -0.194140 1.830307 -5.502009 0.02 -0.06 0.09 0.09
H 1.344911 1.040895 -5.848392 0.16 0.01 0.12 0.09
H -1.229719 -0.540997 -4.841641 0.05 -0.19 -0.32 0.14
H 0.281855 -0.990549 -5.670980 0.29 0.12 0.06 0.12
H 0.936587 -1.925536 -3.270881 0.09 0.27 -0.21 0.10
H 0.280013 -3.272212 -5.410374 0.05 -0.14 -0.03 0.07
H -1.349722 -3.331043 -4.624485 0.07 0.06 -0.43 0.08
H -0.014794 -4.049140 -3.813781 0.25 -0.04 -0.18 0.07
H -0.705342 -2.243768 -1.868087 -0.19 0.34 0.29 0.06
H -1.103970 -0.763627 -2.470339 -0.09 -0.15 0.42 0.04
C 0.391406 4.625498 -0.900982 -0.27 -0.43 0.29 -0.11
O 0.634793 4.859118 0.469727 -0.21 -0.12 -0.01 -0.19
C 1.435913 3.847209 1.037845 0.29 0.30 -0.32 -0.23
C 1.679681 4.145185 2.494150 -0.06 0.07 0.44 -0.44
C 2.487092 3.025704 3.111910 0.81 -0.24 -0.16 -0.07
N 0.457022 4.329740 3.259631 -0.65 0.34 0.17 0.05
H 1.316404 4.718583 -1.477962 -0.09 0.13 -0.16 0.09
H -0.382356 5.317817 -1.222475 0.22 0.23 -0.12 0.09
H -0.015166 3.613690 -1.053581 0.14 0.03 -0.02 0.08
H 0.959854 2.860222 0.968171 -0.10 0.06 -0.17 0.10
H 2.391758 3.810172 0.488256 -0.02 -0.16 0.08 0.13
H 2.256087 5.069953 2.583703 -0.03 0.02 -0.07 0.14
H 2.024746 2.044083 2.983924 -0.17 0.07 0.09 0.07
H 2.670143 3.204877 4.168220 -0.22 -0.01 0.07 0.08
H 3.480151 2.963692 2.648200 -0.09 0.03 -0.02 0.06
H -0.314309 3.762293 2.915252 0.21 -0.31 0.04 0.05
H 0.113688 5.279869 3.178443 0.17 0.02 -0.07 0.07
C 4.658620 -6.417703 -2.006544 -0.26 -0.44 0.01 -0.12
O 5.198893 -5.516963 -1.079487 0.09 0.43 0.06 -0.19
C 4.234940 -4.984439 -0.178390 0.24 -0.15 -0.66 -0.20
C 4.617446 -3.558938 0.130386 -0.25 1.47 0.43 -0.39
C 5.893549 -3.394584 0.971449 0.37 -1.32 -0.34 -0.04
N 3.457384 -2.874067 0.785989 0.40 -0.47 0.14 0.05
H 5.424478 -6.663997 -2.738032 0.10 0.03 0.06 0.09
H 3.795979 -5.998308 -2.539888 0.05 0.08 0.05 0.08
H 4.333587 -7.344738 -1.512050 0.01 0.04 -0.09 0.09
H 3.256082 -4.952051 -0.670365 -0.05 -0.16 0.20 0.12
H 4.210638 -5.630273 0.707878 -0.26 0.17 0.13 0.14
H 4.742755 -3.014816 -0.807574 0.07 -0.36 -0.17 0.12
H 6.478892 -4.323510 0.931485 -0.12 0.04 -0.01 0.08
H 5.639604 -3.255549 2.022365 0.13 0.33 0.00 0.07
H 6.593925 -2.657620 0.583307 -0.31 0.44 0.22 0.07
H 3.687076 -1.888686 0.907516 0.12 -0.03 0.05 0.06
H 3.434498 -3.258618 1.728782 -0.35 0.19 0.05 0.08
C -4.734558 5.831755 4.236524 0.13 0.46 0.08 -0.12
O -4.851431 4.658747 3.475392 -0.22 0.04 0.23 -0.18
C -3.617349 4.238678 2.968935 0.56 0.17 0.01 -0.24
C -3.752011 2.869505 2.354132 0.08 -0.49 -0.67 -0.43
C -4.330562 1.841873 3.307849 0.12 0.07 0.40 -0.05
N -2.411715 2.427548 1.896108 -0.44 0.30 0.57 0.05
H -5.705852 6.086231 4.655499 -0.06 -0.15 -0.05 0.09
H -4.396392 6.685373 3.630656 -0.02 -0.12 -0.07 0.09
H -4.015690 5.719917 5.058161 -0.04 -0.13 -0.01 0.09
H -3.250952 4.963166 2.222143 -0.04 -0.07 -0.07 0.13
H -2.841824 4.206412 3.751660 -0.17 -0.07 0.13 0.13
H -4.432229 2.939477 1.491982 -0.06 0.13 0.13 0.14
H -5.284387 2.183294 3.706852 -0.06 -0.02 -0.13 0.08
H -3.662480 1.689126 4.161227 0.06 0.01 -0.09 0.09
H -4.477704 0.878226 2.816363 0.01 0.04 -0.06 0.06
H -2.019118 3.133426 1.283210 0.00 -0.16 -0.27 0.06
H -2.533409 1.561243 1.387770 0.24 0.04 -0.19 0.05
C -7.322099 1.359065 -1.834452 0.12 0.28 0.41 -0.10
O -6.439914 0.795072 -0.884130 0.18 0.12 -0.33 -0.19
C -6.395675 -0.610517 -0.900396 -0.15 -0.33 0.39 -0.23
C -5.179739 -1.063560 -0.121771 0.30 -0.20 0.83 -0.44
C -3.893104 -0.578796 -0.746719 0.58 0.41 -0.45 -0.07
N -5.217654 -2.536109 0.052900 0.43 0.19 -0.05 0.04
H -7.420181 0.718809 -2.711663 -0.11 0.00 -0.06 0.08
H -6.907337 2.322689 -2.136251 0.00 -0.06 -0.04 0.08
H -8.295837 1.553276 -1.373239 -0.11 -0.19 -0.18 0.09
H -7.267848 -1.040279 -0.387108 -0.12 0.03 -0.28 0.13
H -6.342792 -1.006932 -1.921808 -0.07 0.04 -0.04 0.13
H -5.264198 -0.610415 0.875420 -0.02 0.11 -0.11 0.13
H -3.770371 -0.925610 -1.778399 -0.15 -0.06 0.04 0.08
H -2.975647 -0.877634 -0.230480 -0.29 -0.25 0.25 0.06
H -3.863943 0.513715 -0.769703 -0.18 -0.01 -0.08 0.08
H -5.280090 -2.754928 1.040461 -0.25 0.01 -0.04 0.07
H -4.308911 -2.908384 -0.206920 -0.15 -0.06 -0.24 0.06
C -0.221836 0.276948 0.101016 0.37 0.17 -0.72 -0.07
C 1.176507 -0.317341 0.110029 -0.48 0.08 0.13 -0.31
O 1.106174 -1.628818 -0.435178 0.27 0.08 0.40 -0.11
H -0.204835 1.315036 0.427373 -0.11 -0.03 0.17 0.04
H -0.953718 -0.293853 0.668180 0.16 -0.08 0.18 0.07
H -0.521913 0.276750 -0.950209 -0.23 0.13 0.16 0.06
H 1.591880 -0.335634 1.123711 0.00 -0.05 -0.02 0.09
H 1.836383 0.308663 -0.504090 0.02 0.03 0.03 0.11
H 1.797161 -2.127554 0.034874 0.04 -0.48 -0.36 0.02
C 0.461582 -2.289527 3.501519 0.58 -0.26 -0.01 -0.08
C 1.641435 -1.462722 4.041085 -1.28 -0.38 -0.13 -0.31
O 1.484194 -1.309267 5.445106 0.44 0.18 0.07 -0.08
H -0.498726 -1.777692 3.428075 0.16 0.28 -0.02 0.07
H 0.338270 -3.108498 4.213161 -0.07 -0.12 -0.14 0.08
H 0.725769 -2.719754 2.531025 -0.23 0.09 -0.06 0.06
H 1.722961 -0.491797 3.545598 0.17 -0.02 -0.04 0.09
H 2.535996 -2.054192 3.856088 0.25 0.24 0.26 0.10
H 0.662819 -0.831786 5.594646 0.01 0.04 0.03 0.08
C 3.677360 -2.315960 -3.332720 -0.21 0.27 -0.14 -0.09
C 3.707724 -0.823852 -3.110332 -0.32 0.45 -0.01 -0.32
O 4.549326 -0.249538 -4.113029 0.03 -0.05 -0.13 -0.08
H 2.967276 -2.800292 -2.661409 0.25 -0.01 0.31 0.06
H 4.685973 -2.716445 -3.236725 -0.12 -0.28 -0.05 0.08
H 3.277750 -2.491096 -4.334496 0.30 -0.09 -0.08 0.08
H 4.089479 -0.527491 -2.125097 -0.03 -0.30 0.10 0.11
H 2.689914 -0.423402 -3.199121 0.07 -0.01 0.04 0.09
H 4.423078 0.703102 -4.112744 0.00 -0.02 0.02 0.08
O 4.186386 0.455550 1.697912 0.04 -0.25 -0.07 -0.05
H 4.156541 1.362687 1.381254 -0.05 0.04 -0.01 0.02
H 5.118849 0.218597 1.687088 0.06 0.03 0.04 0.04
```
Positions in Å, forces in eV/Å.

Summary:
Charge   0
SMILES   COC[C@H](C)N.COC[C@H](C)N.COC[C@H](C)N.COC[C@H](C)N.COC[C@H](C)N.CCO.CCO.CCO.O
Energy above the lowest of the compared OMol25 structures with the same formula, charge and spin   22.9 kJ/mol
Spin multiplicity   1
LUMO   0.2 eV
Calculated total energy   -54053.1254 eV
F_max   0.030 hartree/bohr

***

No. 2
Molecular formula: C26H76O22
Method: DFT, ωB97M-V/def2-TZVPD

The geometry in XYZ format:
```
124
Properties=species:S:1:pos:R:3:forces:R:3:lowdin_charge:R:1
C 9.058488 6.154132 19.322022 0.07 -0.31 -0.02 -0.05
C 10.276363 6.802948 19.962794 0.45 -0.93 0.10 -0.49
C 11.601868 6.561182 19.250014 -0.36 1.96 -0.83 -0.04
O 10.110903 8.208627 20.152249 0.07 0.16 0.09 -0.06
H 8.719890 6.640508 18.384994 0.11 -0.10 0.71 0.08
H 8.295552 6.084615 20.097938 -0.49 0.43 -0.39 0.08
H 9.268407 5.101935 19.106783 0.22 0.08 -0.19 0.08
H 10.371429 6.368479 20.969603 0.04 -0.12 -0.15 0.14
H 11.625282 7.077695 18.266646 -0.32 -0.11 0.46 0.07
H 11.838893 5.544591 19.010016 0.10 -0.68 0.46 0.08
H 12.361693 7.092966 19.826829 0.29 -0.53 0.00 0.08
H 9.624975 8.291812 20.979728 -0.09 0.29 -0.14 0.10
C 7.700732 6.525919 12.874625 -2.35 -0.96 1.81 -0.07
C 8.812771 7.175770 13.601048 1.88 -0.54 1.00 -0.46
C 9.424032 6.281497 14.733565 -1.03 0.05 1.00 -0.05
O 9.917111 7.347961 12.658067 -0.31 0.81 0.16 -0.10
H 7.167609 7.146384 12.144910 0.81 -0.32 -0.34 0.09
H 6.844924 6.261023 13.607826 1.39 0.26 -0.85 0.12
H 8.143932 5.566101 12.586009 -0.69 0.05 -0.84 0.08
H 8.530846 8.148612 14.035143 0.41 -0.16 -0.46 0.14
H 10.325158 6.753917 15.175379 -0.40 -0.31 -0.54 0.06
H 9.609326 5.223058 14.448693 0.22 0.75 -0.38 0.09
H 8.721185 6.146887 15.591644 0.21 0.39 -0.56 0.08
H 10.030575 6.508255 12.194640 -0.03 0.13 0.07 0.10
O 13.383812 8.544666 11.939140 0.29 0.78 -0.30 -0.06
C 12.606152 9.663258 11.535978 -0.71 1.25 0.32 -0.22
C 12.609925 10.062862 10.030086 -0.82 -1.86 1.36 -0.15
O 12.010974 8.962503 9.239555 1.12 0.97 0.48 -0.08
H 13.452605 7.950923 11.212549 -0.03 -0.90 -1.05 0.09
H 11.579748 9.423900 11.837915 -0.05 0.24 -0.01 0.09
H 12.988907 10.539980 12.112141 -0.36 -0.65 -0.41 0.10
H 13.688863 10.129454 9.821161 -0.63 0.36 -0.85 0.13
H 11.986433 10.983721 9.946435 0.90 -0.44 -0.20 0.12
H 11.049601 9.005465 9.293005 0.11 0.27 0.16 0.07
O 14.396535 7.590141 14.119989 -0.57 -0.79 -0.10 -0.10
C 13.258618 6.997208 14.781524 0.08 1.89 -0.05 -0.21
C 13.611653 6.817208 16.240002 -0.23 -0.77 -0.20 -0.21
O 13.571010 8.086621 16.884622 1.27 -0.66 0.16 -0.11
H 14.122029 7.934465 13.242579 -0.04 0.01 0.51 0.04
H 12.464271 7.789807 14.902738 0.39 -0.73 -0.65 0.11
H 12.765495 6.142773 14.265818 0.85 0.23 0.26 0.13
H 14.593152 6.389799 16.501272 -0.39 -0.24 -0.61 0.14
H 12.811213 6.134448 16.552032 0.13 0.28 0.88 0.11
H 14.524983 8.366450 16.923481 -0.71 0.26 0.39 0.08
O 8.700694 9.671624 11.616728 0.21 0.63 0.23 -0.06
C 9.140350 11.011138 11.840452 -0.35 0.25 -0.42 -0.25
C 8.490681 11.927218 10.831140 0.67 0.38 -1.60 -0.20
O 8.713601 11.417687 9.469749 0.08 1.12 0.98 -0.08
H 9.436496 9.086579 11.837735 -0.16 -0.45 0.11 0.03
H 8.867166 11.427011 12.812218 -0.04 -0.41 0.46 0.11
H 10.232182 11.081456 11.739661 -0.23 0.00 -0.10 0.09
H 9.056148 12.902580 10.887509 -0.76 -0.85 -0.13 0.11
H 7.402868 12.116645 10.974493 0.67 -0.32 0.15 0.13
H 8.510838 10.483080 9.467736 -0.22 -0.36 0.30 0.06
O 6.667256 13.787970 13.625980 -0.20 0.21 0.55 -0.08
C 6.954789 14.774679 14.609229 0.68 -0.29 0.77 -0.22
C 8.424635 14.609864 15.202713 -1.09 1.33 -0.76 -0.19
O 9.357917 14.503434 14.119900 -0.51 -0.77 0.32 -0.11
H 7.449891 13.705534 13.080935 0.37 0.08 -0.24 0.05
H 6.882734 15.803424 14.182190 -0.02 -0.64 0.23 0.12
H 6.184888 14.649772 15.417726 0.76 0.24 -0.69 0.12
H 8.557636 13.774713 15.900393 -0.27 0.19 -0.17 0.11
H 8.684720 15.570450 15.663904 -0.28 -0.30 0.50 0.11
H 9.724230 13.626916 14.284741 0.45 -0.34 -0.18 0.04
O 6.714799 9.280268 18.344170 0.12 0.95 0.37 -0.09
C 7.071680 10.691737 18.410398 -0.06 -1.03 0.66 -0.21
C 8.594121 10.834934 18.528687 0.01 -0.85 -0.47 -0.20
O 9.113847 10.314300 17.291053 -0.91 0.26 -0.16 -0.11
H 7.300263 8.873278 17.698312 0.15 0.14 -0.12 0.06
H 6.650881 11.171475 17.535844 0.21 0.39 -0.33 0.11
H 6.551536 11.097823 19.296813 0.34 -0.21 -0.31 0.12
H 8.929285 10.186964 19.351289 -0.06 0.27 -0.11 0.10
H 8.944273 11.861724 18.697955 -0.24 -0.05 -0.07 0.12
H 10.005354 9.923057 17.278772 0.27 0.19 0.50 0.05
O 12.235649 10.629088 21.401721 -0.08 -0.81 1.64 -0.04
C 12.468183 11.678976 20.539970 -0.84 0.25 -1.11 -0.26
C 13.387420 11.231574 19.456492 0.83 1.14 -0.84 -0.25
O 14.546066 10.501988 19.776116 0.65 0.70 -0.37 -0.04
H 11.887893 9.887876 20.898781 -0.29 -0.24 -0.11 0.07
H 11.526557 11.900785 19.974447 0.50 0.49 0.53 0.13
H 12.811599 12.569115 21.074368 -0.05 -0.34 0.18 0.13
H 13.713005 12.131256 18.947742 0.24 0.26 -0.31 0.13
H 12.829469 10.688727 18.739061 -0.77 -0.89 -0.79 0.09
H 14.417367 9.998057 20.561867 -0.33 -0.62 1.00 0.08
O 14.226590 12.371389 12.295300 -0.27 0.51 0.01 -0.10
C 15.547347 12.793031 12.613871 -0.78 0.14 -0.07 -0.22
C 15.501759 13.930913 13.644795 0.87 -0.39 -0.74 -0.24
O 14.850420 15.027946 13.060064 -0.60 0.95 -0.24 -0.07
H 13.722514 13.179238 12.061071 0.03 -0.55 0.08 0.07
H 16.059917 11.918496 12.993041 0.27 -0.15 0.10 0.11
H 16.007144 13.115405 11.654367 0.26 0.09 0.70 0.13
H 16.529991 14.192271 13.920942 -0.02 -0.03 0.19 0.12
H 14.934582 13.686819 14.552100 0.13 -0.22 -0.35 0.13
H 15.392606 15.461032 12.383565 -0.03 -0.36 0.32 0.10
O 11.533600 14.983035 9.329690 -0.48 0.06 0.55 -0.04
C 10.698314 15.374559 10.416283 0.70 1.31 0.27 -0.26
C 11.270767 15.053080 11.783066 1.18 0.15 -0.08 -0.19
O 11.563462 13.617286 11.728385 -0.77 -0.06 1.71 -0.11
H 11.355645 14.048217 9.218683 0.22 -0.32 -0.19 0.07
H 10.587710 16.452209 10.363492 0.20 0.40 -0.12 0.12
H 9.690177 15.033736 10.309800 -0.67 -0.79 -0.10 0.10
H 10.587237 15.387956 12.614507 0.65 -0.76 -0.93 0.11
H 12.276056 15.568641 11.929625 -1.22 -0.49 -0.24 0.13
H 11.254039 13.200896 12.570574 0.43 0.60 -1.01 0.07
O 16.687500 7.694099 15.634742 0.19 -0.04 -0.32 -0.07
C 17.197556 9.000248 15.687230 0.90 0.59 1.09 -0.24
C 17.214809 9.425012 17.189547 -0.34 -1.01 -1.02 -0.20
O 15.923264 9.177788 17.707660 -0.25 -0.01 -0.12 -0.09
H 16.090439 7.581395 14.872870 -0.05 0.19 0.22 0.06
H 18.231554 9.092214 15.329021 0.20 -0.51 0.06 0.11
H 16.695685 9.711086 15.042700 -0.88 0.14 0.08 0.11
H 17.545712 10.432927 17.365411 -0.01 0.68 -0.24 0.11
H 17.930196 8.783273 17.702834 0.08 -0.23 0.03 0.11
H 15.612227 9.849710 18.323299 0.04 0.12 0.35 0.06
O 11.589290 9.608197 16.574677 -0.24 1.07 -1.22 -0.12
C 12.173530 10.458216 15.529941 -0.99 -0.48 0.56 -0.16
C 11.039184 10.905765 14.625342 0.21 1.09 1.07 -0.20
O 10.229139 11.876613 15.326844 0.79 0.73 -1.55 -0.08
H 12.294795 9.033547 16.903187 0.53 -0.38 0.00 0.01
H 12.602207 11.316061 16.040658 0.20 0.28 -0.21 0.12
H 12.938356 9.962567 14.924131 0.01 -0.32 0.33 0.11
H 10.447992 10.064487 14.324050 -0.39 -0.66 -0.18 0.11
H 11.421460 11.389036 13.718580 0.10 -0.03 0.25 0.09
H 9.552863 11.454890 15.847432 -0.46 -0.82 0.71 0.04
```
Positions in Å, forces in eV/Å.

Summary:
Charge   0
SMILES   CC(C)O.CC(C)O.OCCO.OCCO.OCCO.OCCO.OCCO.OCCO.OCCO.OCCO.OCCO.OCCO
Energy above the lowest of the compared OMol25 structures with the same formula, charge and spin   117.1 kJ/mol
Spin multiplicity   1
LUMO   0.4 eV
Calculated total energy   -73234.3700 eV
F_max   0.061 hartree/bohr